Entry 1:
ORCA calculation (the ωB97M-V functional and the def2-TZVPD basis) on a gas-phase ion, C4H12N6O (charge +2).

```
! RIJCOSX wB97M-V def2-TZVPD def2/J DEFGRID3
* xyz 2 1
C 0.99524 2.52129 1.55040
O -0.10914 1.91345 0.88689
N -0.16045 0.69299 0.29576
C -1.32029 0.16502 -0.01321
N -2.38732 0.94226 0.06088
N -1.44039 -1.15138 -0.38955
C -0.34567 -2.00003 -0.47221
N -0.49890 -3.23285 -0.88001
N 0.79293 -1.49194 0.01692
C 1.16729 -0.07615 -0.04319
N 1.56271 0.42444 -1.24942
H 0.58691 3.35925 2.07204
H 1.74152 3.05671 0.89558
H 1.49003 1.80019 2.19697
H -2.10419 1.81413 0.50211
H -3.32677 0.56355 -0.07420
H -2.38494 -1.47108 -0.51852
H -1.40853 -3.68306 -1.05600
H 0.29624 -3.84173 -1.14379
H 1.59250 -2.10027 0.18067
H 1.98286 0.20413 0.63960
H 0.93060 0.50084 -2.08377
H 2.34775 1.09023 -1.37395
*
```

Computed properties:
* energy relative to the best compared isomer or geometry (same formula, charge and spin): 0.0 kJ/mol
* lowest unoccupied orbital energy: -0.275 Eh
* structure (SMILES): CON1C(=[NH2+])NC(=[NH2+])N[C@H]1N
* E_HOMO: -17.14 eV


Entry 2:
ORCA calculation (the ωB97M-V functional and the def2-TZVPD basis) on 2 unconnected molecules or ions with the total composition C4H12NO.

```
! RIJCOSX wB97M-V def2-TZVPD def2/J DEFGRID3
* xyz 1 1
C -0.51306 -1.41831 0.91144
C 0.92672 -1.31996 0.49301
C 1.04516 -0.96543 -0.96553
C 1.04174 0.29763 -1.36518
N -1.04328 0.00405 1.14503
H -1.24112 -1.90867 0.28409
H -0.58225 -1.83725 1.91748
H 1.39083 -0.60786 1.17037
H 1.39448 -2.29925 0.62594
H 0.83087 -1.77873 -1.64255
H 0.94144 0.51982 -2.41892
H 1.24227 1.04598 -0.61288
H -0.98643 0.55485 0.28065
H -1.95185 -0.02978 1.56288
H -0.44472 0.51323 1.80085
H -1.44380 2.48990 -1.15772
H -0.40974 3.25733 -0.37921
O -0.86905 2.40880 -0.38601
*
```

Computed properties:
* energy relative to the best compared isomer or geometry (same formula, charge and spin): 104.0 kJ/mol
* lowest unoccupied orbital energy: -0.119 Eh
* E_HOMO: -13.79 eV


Entry 3:
ORCA calculation (the ωB97M-V functional and the def2-TZVPD basis) on 2 unconnected molecules or ions with the total composition C4H12NO.

```
! RIJCOSX wB97M-V def2-TZVPD def2/J DEFGRID3
* xyz 1 1
C -1.31029 -2.27597 -1.05426
C -0.49884 -1.62305 0.04960
C 0.31497 -0.40380 -0.44844
C 1.64436 1.23913 0.86458
N 1.17821 0.07141 0.63551
H -1.51909 -3.30526 -0.77134
H -0.80696 -2.23746 -2.01478
H -2.30602 -1.86231 -1.23997
H 0.23999 -2.32941 0.45540
H -1.08115 -1.42475 0.95539
H -0.40309 0.35368 -0.76169
H 0.83709 -0.52233 -1.41411
H 1.68920 1.95448 0.05072
H 1.79304 1.53180 1.89755
H 1.20522 -0.54624 1.44074
H -1.42032 2.66353 -0.70170
H -0.98026 3.27578 0.65137
O -0.85239 2.53159 0.06532
*
```

Computed properties:
* energy relative to the best compared isomer or geometry (same formula, charge and spin): 151.1 kJ/mol
* lowest unoccupied orbital energy: -0.183 Eh
* E_HOMO: -15.34 eV


Entry 4:
ORCA calculation (the ωB97M-V functional and the def2-TZVPD basis) on 2 unconnected molecules or ions with the total composition C4H12NO.

```
! RIJCOSX wB97M-V def2-TZVPD def2/J DEFGRID3
* xyz 1 1
C 0.20763 2.30827 0.34100
N -1.19798 1.94990 0.48695
C -1.51395 0.50733 -0.34167
C -0.11922 0.16445 -0.87450
C 0.91575 0.95995 -0.09931
H 0.73443 2.87969 1.11863
H 0.27179 2.97452 -0.54924
H -1.41902 1.69965 1.44310
H -1.73852 2.84668 0.24585
H -1.92341 -0.25811 0.39629
H -2.32161 0.74806 -1.01472
H -0.17104 0.33464 -1.95027
H -0.02784 -0.98351 -0.75597
H 1.18158 0.45834 0.82630
H 1.69892 0.97254 -0.86925
H 1.82633 -6.62648 0.24938
H 2.03407 -5.25625 1.02865
O 1.56212 -5.67971 0.31878
*
```

Computed properties:
* energy relative to the best compared isomer or geometry (same formula, charge and spin): 156.8 kJ/mol
* lowest unoccupied orbital energy: -0.128 Eh
* E_HOMO: -13.46 eV


Entry 5:
ORCA calculation (the ωB97M-V functional and the def2-TZVPD basis) on 3 unconnected molecules or ions with the total composition C4H12NO.

```
! RIJCOSX wB97M-V def2-TZVPD def2/J DEFGRID3
* xyz 1 1
C -2.96668 -0.27108 0.94268
C -2.12688 0.31828 -0.08861
C -0.84731 -0.12931 -0.39360
C 0.02589 0.37723 -1.28053
N 3.07998 -1.30286 -0.51234
H -2.37445 -0.95555 1.54206
H -3.22682 0.55375 1.62366
H -2.61468 1.04818 -0.73741
H -3.86734 -0.66704 0.47743
H -0.51505 -0.97724 0.18566
H 0.93342 -0.21133 -1.43192
H -0.14807 1.19186 -1.97440
H 3.52878 -2.19178 -0.34897
H 2.70240 -0.96820 0.35583
H 3.59663 -0.63061 -1.04944
H 0.98148 1.14283 0.40593
H 1.83298 1.69310 1.61034
O 1.66454 0.93005 1.04961
*
```

Computed properties:
* energy relative to the best compared isomer or geometry (same formula, charge and spin): 326.6 kJ/mol
* lowest unoccupied orbital energy: -0.267 Eh
* E_HOMO: -12.65 eV


Entry 6:
ORCA calculation (the ωB97M-V functional and the def2-TZVPD basis) on a gas-phase ion, C4H12NO (charge +1).

```
! RIJCOSX wB97M-V def2-TZVPD def2/J DEFGRID3
* xyz 1 1
N 2.21417 -1.41964 -0.01135
C 0.92103 -0.67336 0.58160
C 0.52406 0.41726 -0.30715
C -0.85858 0.44190 -0.82528
C -2.09856 0.44911 0.14417
O -1.90570 1.66354 0.95239
H 2.92214 -0.68799 -0.12889
H 2.03842 -1.83642 -0.96068
H 2.53662 -2.06994 0.71657
H 0.18033 -1.39445 0.92957
H 1.22394 -0.24431 1.57956
H 0.66779 1.46392 0.32724
H 1.18791 0.63099 -1.15329
H -1.02966 -0.33311 -1.60544
H -1.02579 1.31596 -1.45683
H -3.07706 0.34194 -0.37640
H -1.75304 -0.28011 0.85117
H -2.66803 2.21471 0.74302
*
```

Computed properties:
* energy relative to the best compared isomer or geometry (same formula, charge and spin): 214.5 kJ/mol
* lowest unoccupied orbital energy: -0.141 Eh
* structure (SMILES): [NH3+]CCCCO
* E_HOMO: -13.34 eV


Entry 7:
ORCA calculation (the ωB97M-V functional and the def2-TZVPD basis) on 2 unconnected molecules or ions with the total composition C4H12NO.

```
! RIJCOSX wB97M-V def2-TZVPD def2/J DEFGRID3
* xyz 1 1
C -0.76712 1.25413 2.27420
C -0.34422 1.32278 0.79933
C -0.07455 -0.08036 0.25208
C 0.78875 0.35977 -1.97556
N 0.96507 -0.04437 -0.79175
H -1.03994 2.22142 2.67201
H -1.60311 0.55767 2.37195
H 0.04613 0.84211 2.87705
H -1.18761 1.74838 0.24926
H 0.51521 1.97605 0.68741
H 0.28626 -0.73904 1.03502
H -0.99360 -0.51606 -0.14136
H -0.22445 0.47749 -2.33380
H 1.61924 0.54409 -2.65150
H 1.88697 -0.36536 -0.48571
H 0.00296 -3.22730 -2.38644
H 0.30141 -3.47899 -0.94486
O -0.17739 -2.85241 -1.50732
*
```

Computed properties:
* energy relative to the best compared isomer or geometry (same formula, charge and spin): 125.4 kJ/mol
* lowest unoccupied orbital energy: -0.181 Eh
* E_HOMO: -15.46 eV


Entry 8:
ORCA calculation (the ωB97M-V functional and the def2-TZVPD basis) on 3 unconnected molecules or ions with the total composition C4H12NO.

```
! RIJCOSX wB97M-V def2-TZVPD def2/J DEFGRID3
* xyz 1 1
C -1.18108 1.34059 0.75516
C -0.36540 0.33345 0.07395
C 0.09446 0.31251 -1.26503
C -0.32730 1.20757 -2.32600
O 0.89897 -1.94225 -0.18169
N 0.85837 -1.57152 2.49952
H -2.02375 0.94695 1.32683
H -0.51888 1.90826 1.42080
H -1.53520 2.04894 0.00648
H 0.19850 -0.37687 0.60950
H 0.88699 -0.40372 -1.45642
H 0.51572 1.80028 -2.68655
H -0.75311 0.67237 -3.18396
H -1.11833 1.85684 -1.96398
H 1.54359 -2.47636 -0.68460
H 1.48563 -1.46072 1.69307
H 0.00659 -2.04207 2.18197
H 1.33423 -2.15423 3.18096
*
```

Computed properties:
* energy relative to the best compared isomer or geometry (same formula, charge and spin): 755.4 kJ/mol
* lowest unoccupied orbital energy: -0.337 Eh
* E_HOMO: -14.02 eV


Entry 9:
ORCA calculation (the ωB97M-V functional and the def2-TZVPD basis) on 2 unconnected molecules or ions with the total composition C4H12NO.

```
! RIJCOSX wB97M-V def2-TZVPD def2/J DEFGRID3
* xyz 1 1
C 1.43057 1.93455 0.08526
C 1.07280 0.50474 0.47262
C -0.44824 0.30535 0.55828
C -1.40664 -1.78338 1.30092
N -0.70208 -1.12122 0.43855
H 1.09218 2.62773 0.84225
H 2.49407 2.07403 -0.04767
H 0.90273 2.18348 -0.83628
H 1.46826 -0.14743 -0.29764
H 1.50751 0.20440 1.43083
H -0.80666 0.69777 1.50963
H -0.95394 0.93896 -0.17340
H -2.19313 -1.19410 1.77237
H -1.14152 -2.82862 1.42210
H -0.45353 -1.62256 -0.43023
H -1.17913 -0.41616 -2.99266
H -0.08017 -1.53113 -2.72303
O -0.60309 -0.82643 -2.33191
*
```

Computed properties:
* energy relative to the best compared isomer or geometry (same formula, charge and spin): 169.8 kJ/mol
* lowest unoccupied orbital energy: -0.195 Eh
* E_HOMO: -15.69 eV


Entry 10:
ORCA calculation (the ωB97M-V functional and the def2-TZVPD basis) on 2 unconnected molecules or ions with the total composition C4H12NO.

```
! RIJCOSX wB97M-V def2-TZVPD def2/J DEFGRID3
* xyz 1 1
C 2.02350 -0.80868 0.28142
C 0.47336 -0.90451 0.63726
C -0.28444 -0.17125 -0.42347
C -3.01510 -0.41430 -0.69503
N -1.85064 -0.73551 -0.30941
H 2.26371 0.09121 -0.10854
H 2.26379 -1.58729 -0.57488
H 2.66732 -0.93065 1.20043
H 0.14406 -0.40355 1.53549
H 0.23404 -1.93581 0.66804
H 0.00905 -0.50474 -1.47683
H -0.39637 0.87307 -0.20043
H -3.25731 0.35207 -1.56481
H -3.92499 -0.65115 -0.11464
H -1.91883 -1.53824 0.41356
H 2.28295 2.95231 0.03202
H 0.99027 3.53221 0.61547
O 1.29566 2.78482 0.08435
*
```

Computed properties:
* energy relative to the best compared isomer or geometry (same formula, charge and spin): 258.4 kJ/mol
* lowest unoccupied orbital energy: -0.175 Eh
* E_HOMO: -14.81 eV


Entry 11:
ORCA calculation (the ωB97M-V functional and the def2-TZVPD basis) on 2 unconnected molecules or ions with the total composition C4H12NO.

```
! RIJCOSX wB97M-V def2-TZVPD def2/J DEFGRID3
* xyz 1 1
C 1.93072 1.57302 -1.65971
C 0.79843 1.04106 -0.82100
C 1.18912 0.56134 0.53664
C -0.56430 -1.10028 0.97435
N 0.15191 -0.12444 1.42275
H 2.90332 1.53379 -1.14453
H 1.97622 1.05004 -2.68194
H 1.86447 2.61074 -2.04339
H -0.08661 1.64058 -0.91366
H 0.57190 0.05807 -1.27145
H 2.00539 -0.18045 0.53354
H 1.82808 1.28809 1.17278
H -0.31800 -1.53913 0.07071
H -1.51883 -1.27794 1.38149
H -0.17910 0.54874 2.14770
H -4.17596 -2.95095 0.04258
H -4.38528 -2.48079 1.54426
O -3.99148 -2.25149 0.70887
*
```

Computed properties:
* energy relative to the best compared isomer or geometry (same formula, charge and spin): 234.8 kJ/mol
* lowest unoccupied orbital energy: -0.197 Eh
* E_HOMO: -14.89 eV


Entry 12:
ORCA calculation (the ωB97M-V functional and the def2-TZVPD basis) on 2 unconnected molecules or ions with the total composition C4H12NO.

```
! RIJCOSX wB97M-V def2-TZVPD def2/J DEFGRID3
* xyz 1 1
C 1.60168 -0.00893 0.67505
N 1.81740 -1.42300 -0.03019
C 0.71827 -1.37344 -1.06592
C -0.49885 -1.05860 -0.06378
C 0.04563 0.09718 0.63326
H 2.22379 0.64056 0.01597
H 2.16316 -0.01259 1.65584
H 2.73557 -1.75609 -0.39355
H 1.67497 -2.12716 0.81641
H 0.88679 -0.48577 -1.67073
H 0.52467 -2.32551 -1.73635
H -0.75149 -1.87286 0.61206
H -1.35742 -0.62352 -0.70461
H -0.40166 1.08109 0.45252
H -0.21320 0.00332 1.76658
H -2.79842 3.20148 0.64973
H -3.41515 3.88680 -0.56612
O -3.14922 3.05174 -0.21976
*
```

Computed properties:
* energy relative to the best compared isomer or geometry (same formula, charge and spin): 194.5 kJ/mol
* lowest unoccupied orbital energy: -0.130 Eh
* E_HOMO: -14.08 eV


Entry 13:
ORCA calculation (the ωB97M-V functional and the def2-TZVPD basis) on 2 unconnected molecules or ions with the total composition C4H12NO2.

```
! RIJCOSX wB97M-V def2-TZVPD def2/J DEFGRID3
* xyz -1 1
C 0.33284 -1.66787 -0.42676
N 0.35436 -0.78686 0.72739
C -2.01475 -0.09712 0.49704
C -0.55891 0.35507 0.63704
C -0.19897 1.38594 -0.44661
O 0.99908 2.03842 -0.20217
H -0.62834 -2.17288 -0.51201
H 0.54975 -1.17304 -1.38517
H 1.09019 -2.43076 -0.28729
H 1.30696 -0.39812 0.77516
H -2.68306 0.74687 0.68916
H -2.21453 -0.89965 1.20803
H -2.22716 -0.45551 -0.50379
H -0.47179 0.88662 1.58589
H -1.01198 2.13092 -0.46004
H -0.19817 0.86714 -1.42728
H 1.79627 1.31088 -0.04725
H 3.01639 0.00550 -0.64073
O 2.76183 0.35445 0.21937
*
```

Computed properties:
* energy relative to the best compared isomer or geometry (same formula, charge and spin): 20.1 kJ/mol
* lowest unoccupied orbital energy: 0.149 Eh
* E_HOMO: -3.67 eV


no.,F_max (Eh/bohr),gap between HOMO and LUMO (eV)
1,0.0794,9.654
2,0.0391,10.559
3,0.0326,10.370
4,0.0809,9.973
5,0.0348,5.374
6,0.0958,9.507
7,0.0173,10.543
8,0.0310,4.843
9,0.0371,10.387
10,0.0796,10.048
11,0.0922,9.530
12,0.1149,10.554
13,0.0102,7.720